# 1
Computed, not measured: a 3-piece molecular cluster, C16H33N2O6P overall, with ωB97M-V/def2-TZVPD.

Results
Frontier orbital gap, eV: 9.843

The geometry in XYZ format:
```
58
C16H33N2O6P | the OMol25 dataset | ωB97M-V/def2-TZVPD
C -0.08352 0.65431 -1.38012
C 0.35634 1.76358 -1.28283
C 0.80941 3.13933 -1.26504
C 0.42107 3.85098 0.05101
C -0.96614 3.48177 0.56975
C -2.10423 3.87146 -0.31893
O -2.18103 3.24550 -1.62845
C -3.32779 3.83684 -2.10238
O -3.47039 4.35423 -3.15460
O -4.25579 3.75986 -1.10699
C -3.54359 3.60560 0.13853
P -3.82494 1.83463 0.65089
O -4.63831 1.68994 1.88130
H -0.56914 -0.27631 -1.54397
H 1.87966 3.21036 -1.43959
H 0.33699 3.64999 -2.10174
H 0.46883 4.92590 -0.11157
H 1.16448 3.58199 0.79593
H -1.11848 4.05508 1.48634
H -0.97076 2.43451 0.85848
H -2.01701 4.94027 -0.55749
H -3.89103 4.31464 0.87903
H -2.58056 1.18312 0.76232
H -4.45432 1.26551 -0.47322
C 2.38797 -3.84374 -0.93567
O 2.43850 -2.42977 -0.96770
C 3.58311 -1.88001 -1.59508
C 3.49203 -1.78408 -3.12627
C 3.69072 -3.11768 -3.83900
N 2.22507 -1.19191 -3.56030
H 3.38424 -4.27866 -0.81674
H 1.91655 -4.24838 -1.83467
H 1.77951 -4.13188 -0.07810
H 3.67024 -0.86549 -1.19755
H 4.48389 -2.42559 -1.28441
H 4.29844 -1.11896 -3.44930
H 2.81314 -3.75874 -3.75866
H 3.87097 -2.95149 -4.90062
H 4.54872 -3.65842 -3.43405
H 2.14489 -0.25995 -3.16173
H 1.48125 -1.71614 -3.10752
C 0.29026 -2.15071 4.74207
O 0.70021 -2.07398 3.38962
C -0.24040 -2.54196 2.44387
C -1.31233 -1.51759 2.04522
C -2.40353 -1.32329 3.09349
N -0.72822 -0.21439 1.71508
H -0.32886 -3.03370 4.92474
H -0.25296 -1.25329 5.04762
H 1.18952 -2.22342 5.35325
H 0.34343 -2.78368 1.55119
H -0.69872 -3.47678 2.79348
H -1.79482 -1.90366 1.14115
H -2.05604 -0.73020 3.93899
H -3.25376 -0.79602 2.65998
H -2.76267 -2.28242 3.47192
H -0.07736 -0.32809 0.94249
H -0.13828 0.06249 2.49573
```

***

# 2
Computed, not measured: C35H27AsIrN4S as an isolated structure, with ωB97M-V/def2-TZVPD.

Results
Spin multiplicity: 2
⟨S²⟩: 0.807
Charge: +2
Frontier orbital gap (alpha / beta), eV: 5.861 / 4.883

The geometry in XYZ format:
```
69
C35H27AsIrN4S | the OMol25 dataset | ωB97M-V/def2-TZVPD
Ir -0.27361 -0.49824 -0.56519
C 4.65337 -0.40496 -2.86395
C 4.94513 -0.77191 -1.55572
C 3.93741 -1.11097 -0.67136
C 2.60598 -1.08812 -1.10738
C 2.31512 -0.72014 -2.43010
C 3.33162 -0.37099 -3.29611
N 1.51647 -1.33865 -0.27201
C 1.64297 -1.91127 0.99769
C 2.54284 -2.89593 1.39206
C 2.51355 -3.33795 2.70816
C 1.60638 -2.83073 3.63130
C 0.66901 -1.88008 3.24694
C 0.69208 -1.46179 1.93051
N -0.17545 -0.49419 1.36939
N -0.76355 0.35600 2.08319
C -1.30356 1.37073 1.32058
C -1.96869 2.43240 1.91519
C -2.39942 3.46407 1.10288
C -2.13926 3.40937 -0.26190
C -1.48064 2.31791 -0.79169
N -1.07017 1.30953 -0.01375
H 5.45212 -0.13826 -3.54210
H 5.97096 -0.78210 -1.21349
H 4.18629 -1.32532 0.35666
H 1.29269 -0.74510 -2.79454
H 3.09570 -0.08720 -4.31266
H 3.24196 -3.32146 0.68673
H 3.21640 -4.09922 3.01867
H 1.62388 -3.18234 4.65336
H -0.05357 -1.47446 3.94082
H -2.11479 2.43186 2.98512
H -2.92473 4.30778 1.52785
H -2.45718 4.20010 -0.92592
H -1.29030 2.22199 -1.85170
S -2.42334 -0.64642 -1.45238
C -3.20072 -2.14060 -0.91456
C -4.57082 -2.09659 -0.68263
C -5.23950 -3.25115 -0.29165
C -4.55358 -4.44372 -0.11781
C -3.18324 -4.49174 -0.34772
C -2.53093 -3.34389 -0.76894
As -0.66082 -3.28921 -1.12714
C -0.37660 -3.27768 -3.02189
C -1.45181 -3.13257 -3.89465
C -1.21812 -3.08824 -5.26026
C 0.07912 -3.17252 -5.74858
C 1.14986 -3.31622 -4.87645
C 0.92658 -3.36363 -3.50914
C 0.19575 -4.84082 -0.42172
C 0.16790 -5.02468 0.96075
C 0.69680 -6.18220 1.50631
C 1.25861 -7.14298 0.67451
C 1.28835 -6.95313 -0.70056
C 0.76149 -5.79862 -1.25935
H -5.10821 -1.16467 -0.79790
H -6.30406 -3.20928 -0.10509
H -5.07970 -5.33457 0.19577
H -2.63783 -5.41964 -0.22680
H -2.46516 -3.07644 -3.51659
H -2.05032 -2.99879 -5.94496
H 0.25528 -3.13147 -6.81505
H 2.15890 -3.39186 -5.25976
H 1.76592 -3.48765 -2.83484
H -0.27420 -4.27538 1.60900
H 0.66738 -6.33861 2.57633
H 1.67044 -8.04805 1.10023
H 1.71576 -7.71044 -1.34345
H 0.77328 -5.66519 -2.33288
```

***

# 3
Computed, not measured: one molecule with the formula C2H5N2P, with ωB97M-V/def2-TZVPD.

Results
Energy relative to the best compared isomer or geometry (same formula, charge and spin), kcal/mol: 34.4
Frontier orbital gap, eV: 9.357

The geometry in XYZ format:
```
10
C2H5N2P | the OMol25 dataset | ωB97M-V/def2-TZVPD
C -0.32119 1.40997 -0.01379
N 0.83355 0.98105 0.07171
C 1.04766 -0.37675 0.16686
N -0.53120 -1.10794 0.00243
P -1.65841 0.08510 0.03616
H -0.37020 2.42300 0.13410
H 1.61365 -0.80028 -0.70249
H 1.70642 -0.69099 1.14378
H -0.50614 -2.00981 0.59390
H -1.81413 0.08666 -1.43267
```

***

# 4
Computed, not measured: C39H34BN14SbSe4Ti as an isolated structure, with ωB97M-V/def2-TZVPD.

Results
Energy relative to the best compared isomer or geometry (same formula, charge and spin), kcal/mol: 0.0
Frontier orbital gap (alpha / beta), eV: 6.202 / 6.201

The geometry in XYZ format:
```
94
C39H34BN14SbSe4Ti | the OMol25 dataset | ωB97M-V/def2-TZVPD
Ti -0.53511 0.55344 -0.05323
C 1.06764 -3.22832 -1.55462
C 0.23640 -2.49845 -0.70762
N 0.20025 -1.22553 -1.08747
N 0.97273 -1.11331 -2.18548
C 1.50432 -2.30902 -2.48847
B 1.11094 0.22368 -2.95689
N -0.28135 0.87067 -3.16962
C -0.64686 1.64826 -4.20424
C -1.62021 2.52627 -3.77945
C -1.79226 2.23201 -2.42841
N -0.98598 1.23841 -2.06404
N 1.87365 1.25114 -2.08487
C 2.83290 2.14992 -2.37920
C 2.94466 3.03007 -1.32546
C 1.97044 2.61411 -0.41643
N 1.32761 1.55180 -0.88520
N 1.83429 -0.06606 -4.25523
C 3.16204 -0.28633 -4.44131
C 3.32871 -0.85083 -5.67941
C 2.01856 -0.95969 -6.18465
N 1.12618 -0.50860 -5.32296
H 1.29059 -4.28003 -1.51935
H -0.35848 -2.81513 0.13199
H 2.13435 -2.43151 -3.35433
H -0.18933 1.50755 -5.16785
H -2.13426 3.27052 -4.36146
H -2.44879 2.68020 -1.70048
H 3.35476 2.12063 -3.31939
H 3.61441 3.86651 -1.23603
H 1.68910 3.03850 0.53378
H 3.88494 -0.05062 -3.67857
H 4.25312 -1.13482 -6.15094
H 1.69386 -1.34642 -7.13776
C 0.40224 -2.57449 2.79497
C -0.72333 -1.60861 3.02366
C -1.10838 -1.30325 4.32398
C -2.17212 -0.44521 4.53345
C -2.89987 -0.00651 3.44275
C -2.48881 -0.40262 2.18043
N -1.37615 -1.11938 1.96110
C -3.31276 -0.14202 0.97226
C -4.65385 0.18234 1.09696
C -5.42461 0.26737 -0.04502
C -4.85005 -0.06950 -1.25554
C -3.49676 -0.38242 -1.31238
N -2.71673 -0.33386 -0.21959
C -2.97682 -0.88314 -2.62036
C -3.30624 -0.22181 -3.79406
C -2.90699 -0.77691 -4.99884
C -2.24367 -1.98525 -4.98407
C -1.99760 -2.61063 -3.76245
C -1.36600 -3.97345 -3.73206
N -2.34060 -2.05743 -2.60010
H 0.00182 -3.58938 2.72658
H 1.10875 -2.55445 3.62487
H 0.93403 -2.36532 1.87411
H -0.55890 -1.72781 5.15455
H -2.44421 -0.12347 5.52930
H -3.71948 0.68626 3.57205
H -5.08168 0.36675 2.06950
H -6.46941 0.54076 0.01630
H -5.44183 -0.12635 -2.15775
H -3.84018 0.71687 -3.76267
H -3.11885 -0.27242 -5.93293
H -1.92700 -2.46017 -5.90336
H -1.88678 -4.64874 -4.41246
H -1.40473 -4.38029 -2.72476
H -0.32354 -3.92377 -4.05014
N 4.46681 1.82340 9.41662
C 4.10726 1.59805 8.34923
C 3.66830 1.29978 7.01217
C 2.34413 0.94210 6.77542
C 1.93259 0.63053 5.49252
C 2.84276 0.70571 4.44908
C 4.16146 1.07568 4.67261
C 4.57688 1.36527 5.95873
N 2.41757 0.39709 3.12663
C 3.16763 -0.22037 2.14394
C 2.35420 -0.33227 1.06826
N 1.12772 0.22596 1.36351
C 1.20284 0.66904 2.60260
H 1.63836 0.90737 7.59364
H 0.90612 0.34444 5.30540
H 4.85365 1.16137 3.84598
H 5.60012 1.65709 6.14926
H 4.17474 -0.55396 2.31585
H 2.56471 -0.76847 0.10627
H 0.42940 1.20706 3.14068
Se -0.90959 2.97157 4.96930
Sb -2.38318 4.10670 3.45395
Se -1.25280 2.38540 0.97709
Se -1.70115 6.16684 2.53355
Se -4.59332 3.27386 3.16408
```

***

# 5
Computed, not measured: C5H7NO as an isolated structure, with ωB97M-V/def2-TZVPD.

Results
Energy relative to the best compared isomer or geometry (same formula, charge and spin), kcal/mol: 75.9
Frontier orbital gap, eV: 10.590

The geometry in XYZ format:
```
14
C5H7NO | the OMol25 dataset | ωB97M-V/def2-TZVPD
C 0.94313 0.99208 1.24668
C 0.35642 0.54545 -0.09216
C 1.33847 -0.04736 -0.99992
N 2.02527 -0.61165 -1.73985
C -0.69555 -0.53784 0.15208
O -1.91999 -0.02071 0.45148
C -1.45527 -1.00281 -0.97624
H 1.40772 0.14320 1.75784
H 1.69251 1.77444 1.11014
H 0.13282 1.37675 1.87409
H -0.10826 1.40670 -0.59474
H -2.18146 -1.79407 -0.87705
H -0.29230 -1.37546 0.70657
H -1.10287 -0.81478 -2.01078
```

***

# 6
Computed, not measured: one molecule with the formula C5H6N2O, with ωB97M-V/def2-TZVPD.

Results
Energy relative to the best compared isomer or geometry (same formula, charge and spin), kcal/mol: 100.7
Frontier orbital gap, eV: 9.571

The geometry in XYZ format:
```
14
C5H6N2O | the OMol25 dataset | ωB97M-V/def2-TZVPD
C -1.73035 0.10177 2.04203
N -0.55386 0.50550 1.79564
C -0.33939 0.07341 0.43603
N 0.74987 0.59629 -0.03862
C 1.15286 0.67770 -1.62253
C 1.74019 -0.32824 -0.66748
C -1.46433 -0.68726 0.05549
O -2.23561 -0.75597 1.15168
H -2.02858 0.49153 2.97402
H 0.34375 0.44341 -2.20103
H 1.65976 1.58385 -1.90490
H 2.86951 0.16465 -0.45899
H 1.63939 -1.35120 -1.06617
H -1.80319 -1.51543 -0.49516
```

***

# 7
Computed, not measured: one molecule with the formula C3HF3N2OS, with ωB97M-V/def2-TZVPD.

Results
Frontier orbital gap, eV: 8.696

The geometry in XYZ format:
```
11
C3HF3N2OS | the OMol25 dataset | ωB97M-V/def2-TZVPD
C 2.14177 -0.00500 -0.05491
C -0.29095 0.27766 -0.09517
C -1.79481 0.21222 -0.10964
N 1.74967 0.95100 -0.82922
N 0.41932 1.12854 -0.95154
O 0.59426 -1.64980 1.86565
F -2.37524 1.01627 -0.97097
F -2.14074 -1.04162 -0.48617
F -2.17262 0.37787 1.20513
S 0.75131 -1.01557 0.50610
H 3.11803 -0.25158 -0.07927
```

***

# 8
Computed, not measured: a 2-piece molecular cluster, C4H12N3 overall, with ωB97M-V/def2-TZVPD.

Results
Energy relative to the best compared isomer or geometry (same formula, charge and spin), kcal/mol: 116.0
Charge: +1
Frontier orbital gap (alpha / beta), eV: 7.873 / 8.032

The geometry in XYZ format:
```
19
C4H12N3 | the OMol25 dataset | ωB97M-V/def2-TZVPD
C -2.42066 -0.11898 0.38381
C -0.09162 -1.62839 -0.07889
C 2.60850 0.08657 0.08111
C -1.08724 0.50693 -0.06953
N 1.76279 0.96691 -0.51835
N -0.08935 -0.21807 -0.39270
N -0.96853 1.81333 -0.15410
H -2.21516 -0.63130 1.32212
H -3.02226 0.75577 0.53879
H -2.69743 -0.92177 -0.24418
H 0.88494 -1.95201 0.07598
H -0.65756 -2.23974 -0.93773
H -0.64039 -1.60957 0.82074
H 2.38518 0.09196 1.15452
H 3.60943 0.49975 -0.00448
H 2.36171 -0.93684 -0.35607
H -1.55929 2.54556 0.21631
H 1.81858 0.86168 -1.54086
H 0.01835 2.12820 -0.29648
```

***

# 9
Computed, not measured: a 2-piece molecular cluster, C6H14O2 overall, with ωB97M-V/def2-TZVPD.

Results
Energy relative to the best compared isomer or geometry (same formula, charge and spin), kcal/mol: 62.3
Frontier orbital gap, eV: 10.485

The geometry in XYZ format:
```
22
C6H14O2 | the OMol25 dataset | ωB97M-V/def2-TZVPD
C -1.78362 -0.63910 -1.39921
C -0.59753 -0.72759 -1.96483
C 0.61682 0.15450 -2.23590
C 1.31205 0.91521 -1.12608
C 1.79386 0.07886 0.15095
C 0.59854 0.00941 1.06226
O 0.94484 -0.61214 2.32785
H -2.20924 0.10095 -0.71956
H -2.40835 -1.51402 -1.40983
H -0.28351 -1.60224 -2.51936
H 0.35562 0.90528 -2.99174
H 1.43903 -0.43426 -2.67294
H 0.75546 1.82862 -0.84114
H 2.25589 1.46153 -1.36132
H 2.58698 0.58155 0.70626
H 2.10680 -0.90379 -0.23246
H -0.19401 -0.68622 0.73786
H 0.09279 0.93668 1.33651
H 1.73945 -1.12878 2.32735
O -2.62235 0.66194 2.18299
H -2.49460 -0.16082 2.65222
H -1.73501 1.04098 2.33736
```

***

# 10
Computed, not measured: a 5-piece molecular cluster, C20H26BF7NO15 overall, with ωB97M-V/def2-TZVPD.

Results
Charge: +1
Frontier orbital gap, eV: 8.223

The geometry in XYZ format:
```
70
C20H26BF7NO15 | the OMol25 dataset | ωB97M-V/def2-TZVPD
C 0.42211 3.15226 2.10221
O 0.38312 2.15268 3.21991
B -0.05151 0.82275 2.66322
O -1.51485 0.73850 2.34048
C 1.01065 -0.44559 2.41762
C 2.04187 0.21058 1.32530
C 2.89984 -0.86961 0.43968
O 3.35466 -2.06038 1.17408
C 2.11563 -1.42081 -0.90924
F 2.96062 -1.01847 -2.06972
F 0.73430 -0.90789 -1.05917
F 2.12641 -2.93074 -0.85436
C 0.19752 -1.82562 2.06685
C 0.30338 -2.59152 3.51261
C 1.64874 -2.00575 4.27573
N 1.90087 -0.82621 3.58036
H 1.42331 3.08479 1.48853
H 0.36357 4.23576 2.54536
H -0.46505 3.03169 1.34731
H -1.54417 0.59084 1.33032
H 1.38019 0.92064 0.63053
H 2.76502 0.93397 1.92231
H 3.88361 -0.29601 0.08126
H 4.00923 -1.76098 1.89195
H -0.96740 -1.76357 1.83835
H 0.69034 -2.49749 1.23403
H -0.59917 -2.09297 4.11328
H 0.09216 -3.74601 3.55669
H 2.23113 -2.47937 5.17997
H 2.75999 -0.28873 3.89736
C 0.78183 1.33362 -2.92166
C 1.21644 2.29505 -3.97450
O 0.34812 3.39135 -3.79835
C 0.02922 3.38175 -2.47363
O -0.47508 4.32310 -1.88423
O 0.35074 2.19028 -1.88328
F 1.01145 1.78350 -5.20899
H -0.05421 0.70324 -3.24267
H 1.59803 0.68894 -2.58462
H 2.25505 2.62855 -3.87666
C -2.63913 -3.05363 -3.56599
C -2.98078 -1.86807 -2.72967
O -1.81725 -1.07481 -2.79156
C -1.25616 -1.36207 -3.99959
O -0.39541 -0.68236 -4.53341
O -1.78142 -2.50163 -4.54456
F -3.18277 -2.22808 -1.44233
H -2.10132 -3.82615 -3.00620
H -3.52140 -3.50510 -4.02768
H -3.83828 -1.29306 -3.09515
C 4.55889 4.80696 0.46910
C 5.71715 5.05534 1.37377
O 5.54796 4.09944 2.39578
C 4.90376 3.05584 1.80199
O 4.82440 1.93764 2.28282
O 4.36337 3.41291 0.59702
F 5.64226 6.28703 1.92604
H 3.65198 5.33139 0.78825
H 4.77501 5.07902 -0.56756
H 6.69472 4.91806 0.89939
C -6.79131 -3.17447 0.75393
C -8.01466 -3.29315 -0.08930
O -7.52247 -3.16478 -1.40390
C -6.24896 -3.64684 -1.35431
O -5.59521 -3.95537 -2.33680
O -5.79554 -3.75000 -0.06775
F -8.86554 -2.26991 0.14867
H -6.52591 -2.13444 0.97136
H -6.88272 -3.71794 1.69822
H -8.54095 -4.24793 0.01521
```

***

# 11
Computed, not measured: one molecule with the formula C10H19NO2, with ωB97M-V/def2-TZVPD.

Results
Energy relative to the best compared isomer or geometry (same formula, charge and spin), kcal/mol: 20.9
Frontier orbital gap, eV: 9.007

The geometry in XYZ format:
```
32
C10H19NO2 | the OMol25 dataset | ωB97M-V/def2-TZVPD
C 1.61215 -1.98675 2.76223
C 0.10165 -1.65564 2.94125
C -0.63135 -1.53175 1.57781
C -0.19234 -0.25857 0.84071
N -0.58716 -0.28954 -0.56629
C 0.24917 -1.17043 -1.44339
C 1.45955 -0.39985 -1.94122
C 1.50719 1.00951 -1.89144
C 0.33011 1.86621 -1.46711
O 0.08473 2.84702 -2.47310
C -0.93956 1.00440 -1.23982
C -2.11631 1.72867 -0.52758
O -2.55093 2.84411 -1.32381
H 2.12893 -1.25550 2.12368
H 2.08784 -1.97501 3.73581
H 1.70722 -2.97486 2.31129
H -0.32007 -2.47001 3.49596
H -0.02166 -0.74910 3.52464
H -0.42119 -2.42294 0.97852
H -1.69102 -1.55260 1.79775
H -0.54374 0.62693 1.33776
H 0.89590 -0.19585 0.84385
H -0.30392 -1.54430 -2.30857
H 0.63978 -1.98777 -0.85314
H 2.38265 -0.96663 -2.24983
H 2.37804 1.55524 -2.22942
H 0.54861 2.39501 -0.54464
H 0.06024 2.38531 -3.35731
H -1.33989 0.68650 -2.22354
H -2.93332 1.05866 -0.42365
H -1.82385 2.08022 0.48956
H -1.75747 3.29934 -1.69697
```